(1)
{
  "formula": "C5H8O",
  "method": "ωB97M-V with the def2-TZVPD basis set",
  "orbital_gap_ev": 9.18,
  "homo_ha": -0.309,
  "largest_force_ev_per_a": 0.47,
  "spin_multiplicity": 1,
  "elements": ["C", "C", "C", "C", "O", "C", "H", "H", "H", "H", "H", "H", "H", "H"],
  "positions_angstrom": [[-1.1277, 0.1713, -1.0951], [-0.5511, -0.7606, -0.0577], [0.9063, -0.7382, 0.4478], [1.3794, 0.5716, 0.9761], [0.1509, 0.9705, 1.4216], [-0.2951, -0.3886, 1.3290], [-0.6804, 1.1641, -1.0403], [-2.2049, 0.2791, -0.9388], [-0.9697, -0.2254, -2.1008], [-0.8787, -1.7967, -0.1400], [1.5365, -1.6177, 0.4064], [1.4873, 1.6073, -1.0658], [1.8504, 1.6155, -0.3984], [-0.6032, -0.8521, 2.2559]],
  "forces_ev_per_a": [[0.05, 0.04, 0.04], [-0.17, -0.02, 0.03], [0.42, -0.14, 0.01], [-0.14, -0.24, 0.20], [0.05, 0.03, 0.05], [-0.38, -0.19, 0.20], [-0.03, -0.07, 0.03], [0.10, -0.02, -0.02], [0.04, 0.04, 0.11], [0.06, 0.13, 0.02], [-0.14, 0.10, 0.03], [0.09, 0.16, -0.20], [0.05, 0.21, -0.36], [0.00, -0.02, -0.14]],
  "lowdin_charge": [-0.052, -0.235, -0.155, -0.044, -0.061, -0.216, 0.058, 0.084, 0.082, 0.145, 0.123, 0.083, 0.033, 0.155]
}

---

(2)
{
  "formula": "C6H10N2O",
  "method": "ωB97M-V with the def2-TZVPD basis set",
  "smiles": "CC/N=C(/C=O)N1CC1",
  "orbital_gap_ev": 9.00,
  "homo_ha": -0.354,
  "largest_force_ev_per_a": 6.19,
  "spin_multiplicity": 1,
  "elements": ["C", "C", "N", "C", "C", "O", "N", "C", "C", "H", "H", "H", "H", "H", "H", "H", "H", "H", "H"],
  "positions_angstrom": [[-2.7254, -1.9205, 0.9200], [-1.2208, -1.5174, 0.3792], [-1.2495, 0.0565, 0.2719], [-0.1135, 0.5053, -0.2598], [0.0069, 1.9627, -0.5717], [0.8872, 2.5357, -1.3478], [0.9581, -0.4273, -0.4531], [1.3558, -0.5895, 1.0044], [2.3699, -0.0119, -0.2910], [-3.2226, -1.0861, 1.6182], [-3.0844, -2.0927, -0.2268], [-2.7296, -2.9837, 1.1475], [-0.7462, -2.0651, -0.4406], [-0.4894, -1.6874, 1.1977], [-0.7615, 2.7049, -0.1078], [0.9131, 0.3315, 1.6789], [1.6459, -1.6726, 1.5806], [2.5621, 1.1160, -0.3107], [2.8172, -0.8264, -1.1728]],
  "forces_ev_per_a": [[1.36, 0.72, -4.41], [-1.31, 2.36, 3.68], [2.65, -1.02, -2.45], [-2.26, -1.43, 0.32], [2.40, 4.23, -2.72], [-3.77, -3.37, 3.57], [-1.08, 1.21, 2.59], [3.44, 0.07, -0.48], [-1.84, -1.81, -0.85], [1.11, -2.31, -1.92], [-0.78, 1.24, 2.79], [-0.01, 0.22, 1.25], [-0.80, 0.34, -0.37], [-0.58, 0.01, -0.18], [0.92, -1.69, -0.53], [1.61, -2.74, -1.47], [-1.04, 3.25, -2.11], [0.05, -1.99, -0.11], [-0.07, 2.71, 3.38]],
  "lowdin_charge": [-0.099, -0.240, 0.100, -0.382, -0.113, -0.037, -0.151, -0.109, -0.071, 0.108, 0.096, 0.028, 0.103, 0.057, 0.143, 0.155, 0.154, 0.087, 0.171]
}

---

(3)
{
  "formula": "C29H43N2O9S3",
  "method": "ωB97M-V with the def2-TZVPD basis set",
  "orbital_gap_ev": 7.07,
  "homo_ha": -0.183,
  "largest_force_ev_per_a": 6.67,
  "charge": -1,
  "spin_multiplicity": 1,
  "elements": ["C", "C", "S", "C", "N", "C", "C", "C", "O", "N", "C", "C", "C", "C", "C", "C", "C", "C", "O", "C", "C", "C", "C", "C", "C", "C", "C", "C", "C", "C", "O", "O", "S", "C", "O", "O", "H", "H", "H", "H", "H", "H", "H", "H", "H", "H", "H", "H", "H", "H", "H", "H", "H", "H", "H", "H", "H", "H", "H", "H", "H", "H", "H", "H", "H", "H", "H", "H", "H", "H", "H", "O", "S", "O", "O", "C", "C", "C", "H", "H", "H", "H", "H", "H", "H", "H"],
  "positions_angstrom": [[4.4429, 1.7755, 2.5933], [5.0809, 0.3025, 2.5273], [4.2042, -0.7175, 1.2082], [3.1748, -1.9089, 2.2083], [2.0251, -2.5068, 1.5338], [2.2791, -3.1417, 0.2401], [2.1613, -2.2248, -1.0674], [3.1879, -2.6561, -2.2429], [3.8830, -3.7017, -2.2334], [3.3044, -1.6751, -3.3662], [4.0709, -0.4858, -2.9468], [5.3248, -0.6834, -2.0200], [6.1652, 0.5270, -1.5102], [5.8376, 1.9914, -1.9109], [4.5855, 2.1869, -2.8456], [3.7250, 0.9798, -3.3296], [0.7424, -1.8320, 1.6960], [0.7014, -0.2798, 1.2570], [-0.4937, 0.4035, 1.7154], [-0.8197, 1.5157, 0.9069], [0.2071, 2.3629, 0.0828], [-0.1540, 3.5497, -0.8318], [0.9013, 4.3889, -1.7152], [-1.6565, 3.9901, -0.9783], [-2.6843, 3.1976, -0.1370], [-2.3176, 1.9817, 0.7934], [-3.5367, 1.3096, 1.5742], [-3.7206, 2.0615, 2.9873], [-3.4841, -0.2890, 1.6733], [-0.4866, -2.5443, 0.8779], [-0.7215, -3.7740, 1.1491], [-1.2218, -1.9021, -0.0901], [0.1779, -1.9363, 3.5124], [0.6865, -0.4629, 4.5107], [-1.2960, -2.2152, 3.6573], [0.9105, -3.1595, 4.0691], [3.4943, 1.7803, 3.2525], [5.2355, 2.4623, 3.0640], [4.1812, 2.1618, 1.5529], [6.2169, 0.2805, 2.4217], [4.8520, -0.1980, 3.5467], [3.8855, -2.7763, 2.5025], [2.9418, -1.3791, 3.2041], [3.3598, -3.5591, 0.2561], [1.6167, -4.0716, 0.0593], [1.0931, -2.2926, -1.5007], [2.3568, -1.1072, -0.8986], [3.7090, -2.1330, -4.1940], [5.6761, -1.7260, -1.6896], [7.0557, 0.3449, -0.8280], [6.4646, 2.8691, -1.5393], [4.3697, 3.2761, -3.1323], [2.8256, 1.2157, -4.0106], [1.6008, 0.3324, 1.6285], [0.6837, -0.2680, 0.1149], [1.3265, 2.0919, 0.1519], [1.9506, 4.0720, -1.4030], [0.7232, 4.0417, -2.8059], [0.7142, 5.5130, -1.6974], [-1.9954, 4.8395, -1.6534], [-3.7881, 3.5048, -0.2202], [-4.4864, 1.5636, 0.9605], [-3.5731, 3.2020, 2.8481], [-4.8330, 1.9504, 3.2893], [-3.0025, 1.7199, 3.8039], [-4.4876, -0.6459, 2.0868], [-2.6770, -0.5841, 2.4257], [-3.3522, -0.7922, 0.6510], [1.7228, -0.7196, 4.9582], [-0.0173, -0.3516, 5.4129], [0.8148, 0.5041, 3.9198], [-6.0090, 0.5565, -1.6670], [-6.7947, -0.5872, -2.0459], [-7.0973, -1.6456, -1.1190], [-6.1645, -1.2359, -3.3868], [-4.7877, -1.6292, -3.3662], [-4.5791, -2.9097, -2.5791], [-8.3160, -0.0262, -2.7571], [-4.1630, -0.8199, -2.9774], [-4.4911, -1.7961, -4.4048], [-4.7982, -2.7624, -1.5201], [-3.5453, -3.2509, -2.6623], [-5.2457, -3.6973, -2.9408], [-8.1011, 0.7535, -3.4864], [-8.9311, 0.3728, -1.9496], [-8.8210, -0.8713, -3.2240]],
  "forces_ev_per_a": [[0.61, -0.12, 0.24], [-0.99, -0.05, 1.22], [0.51, 0.50, 0.55], [0.91, -1.25, 1.58], [-0.51, 1.50, 0.04], [1.08, -1.46, -1.40], [0.19, 0.23, -1.23], [1.14, -1.42, 0.62], [-2.51, 3.20, -0.28], [0.50, 0.18, 1.60], [2.87, 2.97, 1.77], [-0.48, 3.31, -0.79], [-2.58, 0.91, -2.12], [-2.74, -3.79, -1.51], [1.55, -2.86, 1.42], [2.26, -0.12, 1.49], [-1.43, 2.04, -0.96], [1.02, 0.19, -0.65], [0.09, 1.49, -1.65], [-1.92, 3.19, -2.24], [-1.67, 0.64, -0.27], [-3.08, -0.55, 1.14], [-0.77, -1.72, -0.07], [1.14, -3.69, 3.07], [3.16, -0.71, -0.05], [1.80, 1.27, -1.63], [0.00, 0.40, -0.53], [-0.73, 0.57, -0.49], [-0.25, 0.49, 0.48], [-4.05, -2.37, -3.24], [1.66, 3.41, -0.07], [4.10, -1.16, 4.04], [-1.71, -6.01, 2.34], [1.26, 0.59, 0.94], [2.93, 2.35, -0.66], [-0.59, 3.81, -1.08], [1.52, -0.03, -1.14], [-1.32, -0.77, -0.61], [0.38, -0.54, 1.40], [-1.64, 0.14, -0.23], [0.47, 0.62, -1.63], [-1.15, 1.34, -0.50], [-0.15, -0.89, -1.69], [-1.66, 0.75, 0.14], [0.82, 1.70, 0.66], [1.59, 0.13, 0.61], [-0.19, -1.60, -0.06], [-0.01, 0.26, 0.68], [-0.85, 1.77, -0.64], [-1.36, 0.11, -1.03], [-1.08, -1.43, -0.65], [-0.01, -2.02, 0.27], [1.58, -0.60, 1.28], [-1.03, -1.12, -0.46], [0.06, -0.13, 1.58], [-1.99, 0.44, -0.16], [-1.28, 0.77, -0.49], [0.49, 0.59, 1.66], [0.36, -1.57, 0.33], [0.64, -1.28, 1.02], [1.84, -0.70, 0.24], [1.60, -0.25, 0.85], [-0.10, -1.83, 0.13], [1.89, -0.09, -0.09], [-1.03, 0.22, -1.11], [1.22, 0.53, -0.44], [-1.08, 0.10, -1.35], [0.21, 0.85, 1.62], [-1.67, 0.19, -0.85], [0.76, -0.24, -1.73], [-0.62, -1.40, 0.66], [-0.26, -0.59, 0.08], [0.22, -0.41, -0.49], [0.22, 0.70, -0.22], [-0.92, 0.62, 0.41], [1.07, -0.51, 0.23], [-0.13, -0.06, 0.26], [-0.03, 0.00, -0.18], [-0.19, 0.02, 0.05], [-0.36, 0.20, 0.00], [0.13, 0.00, -0.08], [-0.05, 0.12, 0.00], [0.07, 0.07, -0.07], [0.03, -0.08, 0.06], [0.17, -0.06, 0.02], [0.09, 0.04, 0.06]],
  "lowdin_charge": [-0.185, -0.505, 0.812, -0.446, -0.169, -0.161, -0.076, -0.361, 0.024, 0.038, -0.204, -0.031, -0.096, -0.079, -0.081, -0.012, -0.312, -0.168, -0.123, -0.109, 0.027, -0.221, -0.109, -0.058, -0.028, -0.058, -0.367, -0.098, -0.072, -0.531, -0.050, -0.146, 0.769, -0.159, -0.353, -0.388, 0.075, 0.070, 0.059, 0.068, 0.077, 0.113, 0.077, 0.132, 0.149, 0.136, 0.089, 0.122, 0.102, 0.082, 0.080, 0.079, 0.097, 0.101, 0.122, 0.094, 0.059, 0.080, 0.070, 0.081, 0.093, 0.120, 0.075, 0.078, 0.077, 0.081, 0.060, 0.082, 0.068, 0.086, 0.063, -0.282, 0.594, -0.280, -0.273, -0.262, -0.069, -0.131, 0.120, 0.118, 0.073, 0.087, 0.080, 0.070, 0.073, 0.071]
}

---

no.,energy (eV),LUMO level (hartree)
1,-7356.348,0.0282
2,-11404.636,-0.0229
3,-84673.009,0.0765